[1]
Density functional theory data (ωB97M-V/def2-TZVPD) for a structure of composition C38H46F2N3P2RuS at a distorted geometry.

The geometry in XYZ format:
```
93
Properties=species:S:1:pos:R:3:forces:R:3
Ru -0.1833 -0.5948 0.3867 1.313 -1.929 0.079
C 2.2073 0.5139 4.8210 0.025 -0.008 -0.021
C 0.9888 0.2569 3.9205 -0.173 -0.063 -0.069
C -0.0990 1.3026 4.1810 0.010 -0.019 0.008
P 1.3950 0.0775 2.1253 0.105 0.740 -0.208
C 3.0060 -0.8188 2.0004 -0.183 -0.315 -0.040
C 3.3800 -1.1679 0.5558 0.100 0.146 0.047
C 3.1171 -2.0793 2.8709 -0.036 0.074 0.033
C 1.8857 1.7198 1.5183 -0.050 0.101 0.197
C 2.4413 2.7724 2.2386 0.117 -0.048 0.019
C 2.7199 3.9936 1.6392 0.032 0.001 0.017
C 3.3580 5.1182 2.4079 -0.055 0.020 -0.032
C 2.3821 4.1384 0.2968 -0.004 -0.019 -0.024
C 1.8539 3.0906 -0.4371 -0.116 0.026 0.035
C 1.6324 1.8510 0.1652 -0.253 -0.116 -0.321
N 1.0888 0.7115 -0.5200 -0.026 0.808 0.088
C 1.2500 0.7490 -1.9320 0.044 0.001 0.174
C 2.4386 1.1670 -2.5403 0.027 -0.192 0.015
C 2.5196 1.2468 -3.9165 0.005 0.012 -0.014
C 1.4350 0.9363 -4.7409 0.020 0.026 -0.019
C 1.5300 1.0625 -6.2375 0.025 -0.051 0.027
C 0.2812 0.4770 -4.1290 -0.018 -0.017 0.007
C 0.2037 0.3464 -2.7426 -0.046 0.095 -0.055
P -1.1872 -0.2632 -1.7919 -0.196 0.618 -0.206
C -1.8420 -1.7142 -2.7495 0.031 -0.060 0.208
C -0.6905 -2.5256 -3.3634 -0.041 0.014 -0.011
C -2.8669 -1.3601 -3.8300 -0.043 -0.011 0.012
C -2.4422 1.0739 -1.9656 -0.108 -0.075 0.339
C -1.8807 2.3816 -1.4048 -0.021 0.024 -0.071
C -3.7852 0.7266 -1.3099 -0.010 -0.052 -0.103
H 1.9226 0.2462 5.8395 0.013 0.006 0.002
H 2.4888 1.5637 4.8363 -0.021 0.002 0.020
H 3.0873 -0.0707 4.5638 -0.010 -0.003 0.002
H 0.5783 -0.7192 4.1794 0.073 0.021 0.103
H 0.1081 2.2473 3.6758 0.016 0.012 0.017
H -0.1479 1.5015 5.2527 0.011 -0.005 -0.003
H -1.0761 0.9467 3.8673 0.030 0.002 0.026
H 3.7033 -0.0529 2.3518 0.016 -0.008 0.080
H 2.5729 -1.7075 0.0592 -0.004 -0.076 -0.007
H 4.2592 -1.8145 0.5694 0.015 0.035 -0.001
H 3.6146 -0.2870 -0.0397 -0.070 0.014 -0.017
H 2.7846 -2.9556 2.3157 0.005 -0.001 -0.003
H 2.5319 -2.0401 3.7889 0.041 0.022 0.009
H 4.1619 -2.2298 3.1469 0.001 -0.030 -0.032
H 2.6628 2.6589 3.2896 -0.002 -0.002 -0.010
H 3.4696 4.8664 3.4617 -0.005 0.003 -0.002
H 2.7677 6.0329 2.3374 -0.005 -0.011 0.010
H 4.3488 5.3412 2.0089 0.006 -0.004 0.016
H 2.5279 5.0969 -0.1883 0.020 -0.016 -0.006
H 1.5869 3.2508 -1.4714 0.055 0.006 -0.024
H 3.2953 1.4268 -1.9335 -0.010 0.056 -0.003
H 3.4492 1.5745 -4.3678 -0.011 -0.001 0.003
H 2.2141 1.8610 -6.5220 -0.016 0.009 -0.001
H 0.5561 1.2738 -6.6782 0.004 0.006 0.000
H 1.9022 0.1384 -6.6853 0.000 0.008 0.003
H -0.5698 0.2208 -4.7485 0.004 -0.013 0.009
H -2.3524 -2.3308 -2.0060 -0.006 -0.028 -0.040
H -0.3970 -2.1012 -4.3225 0.002 -0.009 0.003
H -1.0132 -3.5539 -3.5310 -0.004 0.009 -0.011
H 0.2026 -2.5446 -2.7416 0.024 -0.006 0.011
H -2.4571 -0.7003 -4.5938 0.022 -0.011 -0.004
H -3.7650 -0.8968 -3.4277 0.014 -0.012 -0.033
H -3.1674 -2.2843 -4.3272 0.001 0.010 -0.013
H -2.5821 1.1766 -3.0450 0.042 -0.008 -0.032
H -1.5819 2.2625 -0.3617 -0.005 0.008 -0.014
H -2.6483 3.1565 -1.4480 0.013 -0.008 -0.014
H -1.0160 2.7294 -1.9709 0.004 -0.016 0.013
H -3.7454 0.9053 -0.2391 -0.016 0.017 -0.007
H -4.0827 -0.3132 -1.4590 -0.004 0.034 0.004
H -4.5713 1.3572 -1.7286 0.016 0.014 0.010
F -4.0816 1.9100 3.0278 -0.007 0.051 0.005
C -3.6840 0.7897 2.4162 -0.039 -0.088 -0.003
C -2.4182 0.7427 1.8652 -0.044 -0.103 0.028
C -1.9929 -0.4318 1.2569 0.099 0.822 -0.183
C -2.8652 -1.5243 1.1662 0.121 -0.083 0.002
C -4.1434 -1.4055 1.7079 0.011 -0.042 -0.019
F -5.0050 -2.4300 1.6034 0.001 -0.036 0.021
C -4.5754 -0.2696 2.3504 -0.009 0.052 -0.005
C -2.2883 -2.6969 0.5204 -0.102 -0.030 0.022
C -2.8825 -3.9422 0.3284 0.021 -0.055 0.008
C -2.1455 -4.9612 -0.2433 0.007 0.012 0.004
C -0.8187 -4.7410 -0.5918 0.010 -0.008 0.017
C -0.2944 -3.4833 -0.3963 0.064 -0.061 0.038
N -1.0177 -2.4822 0.1091 -0.590 -0.038 -0.248
H -1.7910 1.6235 1.9052 -0.008 -0.003 0.009
H -5.5667 -0.2093 2.7756 0.011 0.014 -0.004
H -3.9009 -4.1074 0.6401 0.003 0.027 0.013
H -2.5975 -5.9319 -0.3975 0.007 -0.003 0.010
H -0.1999 -5.5233 -1.0071 -0.009 0.008 0.004
H 0.7363 -3.2537 -0.6351 -0.012 0.026 -0.013
S -0.5855 -3.7301 3.6680 -0.007 -0.044 0.103
C -0.0421 -2.5971 2.7198 0.093 0.174 -0.172
N 0.3998 -1.7676 1.9862 -0.355 -0.349 0.186
```
Positions in Å, forces in eV/Å.

Values from the calculation:
E = -3015.238674 Ha
E_HOMO = -9.89 eV
multiplicity = 1
lowest unoccupied orbital energy = -3.401 eV
total charge = +1
max |F| = 2.335 eV/A

=====

[2]
Density functional theory data (ωB97M-V/def2-TZVPD) for an isolated molecule of C12H17N3O2S at a distorted geometry.

The geometry in XYZ format:
```
35
Properties=species:S:1:pos:R:3:forces:R:3
C 2.1552 -0.8997 -1.5265 0.170 0.204 0.108
C 3.2195 -0.8460 -0.4317 -0.037 -0.249 -0.007
C 4.3196 -1.8604 -0.7421 -0.113 0.254 0.046
C 2.6366 -1.1284 0.9614 0.042 0.445 -0.114
C 1.9871 0.0783 1.6396 0.374 -0.318 0.350
N 0.7605 0.4984 1.0055 -0.509 0.074 -0.291
C 0.6111 1.6696 0.3677 0.116 0.028 0.045
S 1.7842 2.8260 0.2523 0.393 0.411 -0.103
N -0.5820 1.9161 -0.2718 0.110 0.173 -0.263
C -1.8291 1.3480 -0.1231 -0.577 -0.399 0.109
C -2.2271 0.6627 1.0330 0.148 0.182 -0.145
C -3.4913 0.1248 1.1197 -0.459 -0.132 -0.221
C -4.3807 0.2642 0.0589 1.274 0.553 -0.031
N -5.6898 -0.3096 0.1493 -0.607 -0.287 0.052
O -6.4551 -0.1206 -0.7749 -0.165 0.003 -0.128
O -5.9561 -0.9544 1.1442 -0.104 -0.105 0.137
C -4.0132 0.9747 -1.0818 -0.292 -0.172 0.222
C -2.7526 1.5141 -1.1666 0.211 -0.052 0.201
H 2.6205 -0.7765 -2.5016 -0.005 0.003 -0.143
H 1.6418 -1.8599 -1.5149 -0.069 -0.138 -0.009
H 1.4202 -0.1085 -1.4104 -0.112 0.050 -0.061
H 3.6620 0.1552 -0.4261 -0.024 -0.002 0.031
H 4.7440 -1.6722 -1.7251 0.071 -0.036 -0.120
H 3.9172 -2.8714 -0.7307 -0.024 -0.168 -0.007
H 5.1203 -1.7994 -0.0089 0.111 -0.049 0.073
H 1.9136 -1.9461 0.8974 0.009 -0.154 0.028
H 3.4446 -1.4572 1.6173 -0.022 -0.066 0.080
H 1.7619 -0.1746 2.6822 0.058 0.072 -0.056
H 2.6683 0.9314 1.6267 -0.119 -0.132 0.075
H 0.0758 -0.2261 0.8410 -0.023 0.113 -0.003
H -0.5216 2.6911 -0.9212 0.109 -0.121 0.222
H -1.5661 0.5990 1.8824 0.033 -0.013 0.048
H -3.8132 -0.3974 2.0076 0.004 -0.010 0.028
H -4.7267 1.0863 -1.8835 -0.006 0.015 -0.034
H -2.4592 2.0684 -2.0453 0.033 0.023 -0.118
```
Positions in Å, forces in eV/Å.

Values from the calculation:
E = -1180.330789 Ha
E_HOMO = -8.56 eV
multiplicity = 1
lowest unoccupied orbital energy = -0.708 eV
max |F| = 1.389 eV/A

=====

[3]
Density functional theory data (ωB97M-V/def2-TZVPD) for a structure of composition C24H20ClNOsP at a distorted geometry.

The geometry in XYZ format:
```
48
Properties=species:S:1:pos:R:3:forces:R:3
C -1.1356 -1.3931 4.7201 0.880 -1.618 -1.594
C -0.9920 -1.8910 3.4172 -0.935 -0.656 -1.322
C 0.3996 -2.0879 3.1285 0.548 -1.643 -1.006
H -1.8082 -2.0837 2.7399 0.041 -0.104 -0.172
C 1.1617 -1.7363 4.2717 1.706 -1.728 -3.940
C 0.2551 -1.3828 5.1619 -3.302 0.445 4.970
H 0.5557 -0.8362 6.2616 1.117 -1.994 1.533
H -2.0040 -1.0444 5.2295 -0.321 -0.226 0.400
H 0.8118 -2.4578 2.2032 -0.114 -0.158 -0.082
H 2.2204 -1.6756 4.3491 0.596 0.000 0.032
Os 0.0187 0.0700 3.4140 -0.541 2.165 0.371
Cl 1.8373 1.2595 3.0383 0.539 0.529 -0.205
P 0.1163 0.3480 -0.3366 -0.272 0.006 -0.526
C 1.2173 -0.7125 -1.3568 0.304 -0.204 0.284
C 0.7984 -1.4286 -2.4799 0.034 0.114 0.177
H -0.2348 -1.3766 -2.7945 -0.038 -0.028 -0.034
C 1.7017 -2.2053 -3.1971 0.033 0.038 0.014
H 1.3606 -2.7568 -4.0652 0.017 0.032 0.042
C 3.0336 -2.2718 -2.8090 -0.083 0.054 0.042
H 3.7354 -2.8768 -3.3713 -0.045 0.046 0.037
C 3.4610 -1.5626 -1.6918 0.063 -0.021 0.039
H 4.4975 -1.6137 -1.3791 -0.046 0.005 -0.034
C 2.5618 -0.7982 -0.9639 -0.359 -0.076 -0.168
H 2.8935 -0.2587 -0.0863 0.078 0.067 0.061
C -1.5344 -0.0821 -1.0192 -0.200 -0.181 0.261
C -2.1720 -1.2103 -0.4818 -0.010 0.426 -0.298
H -1.6849 -1.7703 0.3065 0.059 -0.105 0.041
C -3.4117 -1.6118 -0.9550 -0.029 -0.074 0.075
H -3.8885 -2.4893 -0.5340 0.000 0.029 -0.047
C -4.0482 -0.8843 -1.9549 0.079 0.054 0.002
H -5.0221 -1.1930 -2.3170 0.074 0.016 0.031
C -3.4321 0.2427 -2.4830 0.004 -0.066 0.022
H -3.9227 0.8158 -3.2610 0.025 -0.032 0.044
C -2.1818 0.6409 -2.0226 0.115 -0.130 0.157
H -1.7060 1.5152 -2.4455 -0.010 0.036 -0.018
C 0.4021 1.9979 -1.0925 0.028 0.344 0.418
C 1.1044 2.2064 -2.2811 -0.091 -0.083 0.182
H 1.5187 1.3613 -2.8137 0.049 -0.004 -0.040
C 1.2716 3.4919 -2.7842 -0.062 -0.006 0.022
H 1.8209 3.6376 -3.7069 -0.029 -0.013 0.050
C 0.7348 4.5834 -2.1138 -0.007 -0.117 0.029
H 0.8657 5.5839 -2.5094 -0.009 -0.069 0.033
C 0.0335 4.3868 -0.9290 -0.036 0.038 0.049
H -0.3834 5.2340 -0.3971 0.025 -0.037 -0.037
C -0.1238 3.1086 -0.4148 0.225 -0.243 -0.302
H -0.6570 2.9590 0.5149 -0.056 0.039 0.090
N -0.0303 0.0907 6.8455 -0.357 2.501 -5.556
C -0.0158 0.1580 5.4459 0.313 2.636 5.874
```
Positions in Å, forces in eV/Å.

Values from the calculation:
E = -1872.918301 Ha
E_HOMO (alpha / beta) = -10.93 / -11.02 eV
multiplicity = 5
lowest unoccupied orbital energy (alpha / beta) = -5.093 / -5.980 eV
total charge = +1
max |F| = 6.446 eV/A

=====

[4]
Density functional theory data (ωB97M-V/def2-TZVPD) for the ion C2HO4S with charge -1 at a distorted geometry.

The geometry in XYZ format:
```
8
Properties=species:S:1:pos:R:3:forces:R:3
C -1.5404 -0.1837 0.2270 -0.253 0.166 -1.159
C -0.8930 1.0637 0.6139 0.062 0.153 -2.129
O -1.9461 -1.0710 -0.4838 -0.134 0.375 -0.064
O -1.3354 -0.0681 1.4936 0.258 -0.951 2.035
O 1.2454 -0.4568 0.9694 0.502 -0.380 0.334
O 1.7658 0.4129 -1.4022 -0.816 4.010 1.525
S 0.9945 0.7687 0.1953 0.971 0.420 0.106
H 1.7092 -0.4657 -1.6133 -0.590 -3.792 -0.647
```
Positions in Å, forces in eV/Å.

Values from the calculation:
E = -775.873739 Ha
E_HOMO = -3.88 eV
multiplicity = 1
lowest unoccupied orbital energy = 3.848 eV
total charge = -1
max |F| = 4.367 eV/A